# 1
{
  "formula": "C3H7N3S",
  "method": "ωB97M-V/def2-TZVPD",
  "orbital_gap_ev": 9.48,
  "lumo_ev": 0.79,
  "smiles": "C=N/N=C\\CSN",
  "e_tot_ev": -18527.5496,
  "fmax_ev_per_a": 2.1,
  "de_lowest_kcal_mol": 67.4,
  "charge": 0,
  "species": ["C", "C", "C", "N", "N", "N", "S", "H", "H", "H", "H", "H", "H", "H"],
  "xyz": [[-0.323, 1.140, -0.288], [0.625, 0.705, 0.779], [-2.525, -1.223, 0.300], [-1.315, 0.470, -0.700], [2.616, -0.480, -0.844], [-1.655, -0.737, -0.472], [1.496, -0.880, 0.345], [-0.155, 2.088, -0.781], [1.377, 1.462, 0.995], [0.103, 0.435, 1.696], [3.351, 0.149, -0.544], [-3.055, -0.650, 1.058], [-2.755, -2.269, 0.190], [2.216, -0.210, -1.734]]
}



# 2
{
  "formula": "C4H5ClO",
  "method": "ωB97M-V/def2-TZVPD",
  "orbital_gap_ev": 8.61,
  "lumo_ev": 0.66,
  "smiles": "CCC1=C(Cl)O1",
  "e_tot_ev": -18794.3052,
  "fmax_ev_per_a": 3.2,
  "de_lowest_kcal_mol": 89.8,
  "charge": 0,
  "species": ["C", "C", "C", "C", "O", "Cl", "H", "H", "H", "H", "H"],
  "xyz": [[-0.435, 0.091, -0.909], [-0.896, -0.913, -1.541], [0.615, -0.057, 1.345], [0.128, 0.847, 0.252], [-0.798, 0.490, -2.185], [-0.827, -2.367, -2.324], [0.308, -1.118, 1.017], [0.145, 0.283, 2.313], [1.765, -0.278, 1.473], [0.755, 1.695, -0.118], [-0.762, 1.328, 0.678]]
}



# 3
{
  "formula": "C8H8O3",
  "method": "ωB97M-V/def2-TZVPD",
  "orbital_gap_ev": 10.33,
  "lumo_ev": 0.90,
  "smiles": "COC1(c2ccccc2)OO1",
  "e_tot_ev": -14563.3251,
  "fmax_ev_per_a": 4.4,
  "de_lowest_kcal_mol": 125.1,
  "charge": 0,
  "species": ["C", "C", "C", "C", "C", "C", "C", "C", "O", "O", "O", "H", "H", "H", "H", "H", "H", "H", "H"],
  "xyz": [[2.856, -0.949, 0.112], [2.266, 0.365, -0.009], [1.938, -2.010, 0.016], [0.924, 0.617, -0.034], [0.553, -1.747, -0.056], [0.091, -0.456, -0.023], [-1.290, -0.108, -0.140], [-2.650, 1.979, 0.292], [-2.092, -1.185, -0.306], [-1.758, -0.307, -1.380], [-1.782, 0.910, 0.690], [3.957, -1.004, 0.231], [2.976, 1.174, -0.068], [2.328, -2.983, 0.185], [0.414, 1.529, 0.107], [-0.227, -2.465, -0.147], [-2.391, 2.602, 1.048], [-3.713, 1.734, 0.255], [-2.400, 2.304, -0.773]]
}



# 4
{
  "formula": "C12H12",
  "method": "ωB97M-V/def2-TZVPD",
  "orbital_gap_ev": 9.78,
  "lumo_ev": 0.87,
  "smiles": "c1ccccc1.c1ccccc1",
  "e_tot_ev": -12634.5578,
  "fmax_ev_per_a": 10.0,
  "de_lowest_kcal_mol": 100.8,
  "charge": 0,
  "species": ["C", "C", "C", "C", "C", "C", "C", "C", "C", "C", "C", "C", "H", "H", "H", "H", "H", "H", "H", "H", "H", "H", "H", "H"],
  "xyz": [[-1.459, 2.236, -3.051], [-2.532, 1.466, -2.638], [-3.105, 1.858, -1.567], [-2.344, 2.786, -0.634], [-1.126, 3.470, -1.073], [-0.856, 3.177, -2.323], [1.606, -1.696, 0.910], [1.509, -1.205, 2.254], [1.730, -2.153, 3.183], [2.456, -3.340, 2.861], [2.517, -3.903, 1.632], [2.003, -3.048, 0.672], [-1.340, 2.010, -4.046], [-2.942, 0.770, -3.439], [-3.966, 1.464, -0.979], [-2.911, 3.202, 0.090], [-0.687, 4.310, -0.701], [0.037, 3.769, -2.765], [1.445, -0.931, 0.145], [1.047, -0.243, 2.378], [1.778, -1.749, 4.223], [2.626, -4.094, 3.833], [2.742, -4.921, 1.444], [1.772, -3.235, -0.409]]
}



# 5
{
  "formula": "C22H22Br2IrN4O5",
  "method": "ωB97M-V/def2-TZVPD",
  "orbital_gap_ev": [7.60, 5.98],
  "lumo_ev": [-0.32, -1.94],
  "e_tot_ev": -182295.3698,
  "spin_multiplicity": 2,
  "fmax_ev_per_a": 0.3,
  "de_lowest_kcal_mol": 0.7,
  "charge": 0,
  "species": ["Ir", "Br", "C", "C", "C", "Br", "C", "C", "C", "C", "N", "C", "C", "O", "H", "H", "H", "H", "C", "N", "C", "C", "C", "O", "N", "C", "O", "H", "H", "H", "H", "H", "C", "C", "C", "C", "H", "H", "H", "H", "H", "H", "H", "H", "H", "O", "C", "C", "C", "C", "O", "N", "H", "H", "H", "H"],
  "xyz": [[-0.092, 0.555, 0.161], [-2.849, -0.916, 4.244], [-2.931, -1.497, 2.457], [-3.863, -2.485, 2.097], [-3.935, -2.943, 0.812], [-5.201, -4.283, 0.382], [-3.073, -2.431, -0.189], [-3.040, -2.853, -1.536], [-2.146, -2.290, -2.400], [-1.274, -1.288, -1.947], [-1.289, -0.872, -0.702], [-2.165, -1.428, 0.193], [-2.070, -0.941, 1.532], [-1.179, -0.025, 1.814], [-4.521, -2.884, 2.855], [-3.724, -3.622, -1.867], [-2.095, -2.592, -3.436], [-0.580, -0.810, -2.618], [3.320, -3.119, 2.735], [2.841, -1.791, 2.368], [3.299, -0.682, 3.008], [2.846, 0.568, 2.760], [1.834, 0.654, 1.765], [1.205, 1.685, 1.354], [1.421, -0.455, 1.123], [1.814, -1.726, 1.408], [1.352, -2.725, 0.902], [4.315, -3.029, 3.166], [3.359, -3.737, 1.843], [2.648, -3.589, 3.452], [4.066, -0.869, 3.748], [3.211, 1.435, 3.283], [3.672, 0.786, -1.011], [2.409, 1.503, -1.486], [2.639, 2.035, -2.904], [1.167, 0.601, -1.490], [4.538, 1.449, -1.075], [3.870, -0.083, -1.645], [3.603, 0.434, 0.018], [2.227, 2.360, -0.833], [2.790, 1.208, -3.603], [3.523, 2.675, -2.946], [1.782, 2.614, -3.253], [1.457, -0.431, -1.719], [0.493, 0.932, -2.287], [-1.315, 3.206, 1.430], [-1.692, 3.059, 0.298], [-2.612, 3.998, -0.464], [-2.848, 3.305, -1.799], [-1.967, 2.068, -1.752], [-1.823, 1.290, -2.673], [-1.345, 1.978, -0.525], [-2.108, 4.959, -0.560], [-3.514, 4.160, 0.124], [-2.570, 3.898, -2.669], [-3.878, 2.980, -1.944]]
}